No. 1
This record from the OMol25 dataset describes 2 unconnected molecules or ions with the total composition C2H3BrFN at a distorted geometry. The level of theory is ωB97M-V/def2-TZVPD.

Each line ends with the Mulliken charge.
Atoms and positions in Å:
C: 0.748 -0.505 0.040  -0.288
C: -0.636 -0.096 0.201  0.479
N: 0.336 0.784 0.624  -0.381
F: -1.000 0.361 -1.754  -0.598
Br: -2.313 -0.563 0.766  0.004
H: 1.080 -1.175 0.711  0.262
H: 1.329 -0.530 -0.884  0.234
H: 0.456 1.725 0.296  0.288

Lowest unoccupied orbital energy (alpha / beta), eV: -0.177 / -0.177
Orbital gap (alpha / beta), eV: 10.5 / 10.5
Multiplicity: 1
Relative energy (zero: lowest compared OMol25 entry of this formula, charge and spin), kcal per mole: 48.2

=====

No. 2
This record from the OMol25 dataset describes 10 unconnected molecules or ions with the total composition C12H16BBrCl27NOS at a distorted geometry. The level of theory is ωB97M-V/def2-TZVPD.

Each line ends with the Mulliken charge.
Atoms and positions in Å:
N: 0.515 1.622 -1.562  -0.077
C: -0.263 1.507 -0.361  -0.131
O: -0.601 2.488 0.159  -0.477
C: -0.725 0.196 0.245  -0.282
C: 0.342 -0.870 0.525  -0.296
B: 1.067 -1.511 -0.711  0.621
S: 2.873 -1.765 -0.643  -0.307
Br: 0.185 -2.061 -2.354  -0.299
H: 0.005 1.207 -2.334  0.256
H: 1.438 1.209 -1.494  0.107
H: -1.537 -0.211 -0.349  0.239
H: -1.154 0.466 1.195  0.309
H: 1.079 -0.534 1.242  -0.023
H: -0.177 -1.695 1.009  0.235
H: 3.279 -0.776 0.171  0.134
C: 3.244 -3.069 3.250  -0.034
Cl: 2.589 -1.428 3.189  -0.079
Cl: 2.091 -4.213 2.567  -0.099
Cl: 4.789 -3.160 2.407  -0.087
H: 3.409 -3.330 4.287  0.329
C: -1.915 3.839 3.048  0.414
Cl: -3.091 2.574 3.415  -0.139
Cl: -2.667 5.434 3.121  -0.137
Cl: -0.537 3.747 4.149  -0.138
H: -1.553 3.676 2.039  0.017
C: 3.077 2.999 -3.735  0.175
Cl: 1.502 3.022 -4.532  -0.102
Cl: 3.463 1.375 -3.159  -0.131
Cl: 4.335 3.583 -4.823  -0.123
H: 3.036 3.654 -2.877  0.137
C: -2.286 -4.435 0.090  0.050
Cl: -3.502 -5.689 0.360  -0.135
Cl: -3.011 -2.832 0.187  -0.102
Cl: -0.968 -4.598 1.246  -0.099
H: -1.878 -4.564 -0.905  0.229
C: 1.833 7.406 -4.306  0.016
Cl: 2.432 7.024 -5.922  -0.128
Cl: 0.095 7.695 -4.336  -0.104
Cl: 2.228 6.111 -3.173  -0.030
H: 2.322 8.309 -3.968  0.260
C: -7.273 -2.322 -0.836  0.017
Cl: -8.714 -3.097 -1.501  -0.125
Cl: -7.719 -1.069 0.324  -0.125
Cl: -6.207 -3.513 -0.092  -0.033
H: -6.738 -1.852 -1.650  0.279
C: -6.338 -8.004 -1.014  0.565
Cl: -7.637 -6.815 -0.937  -0.092
Cl: -6.683 -9.383 0.033  -0.126
Cl: -6.070 -8.534 -2.677  -0.128
H: -5.430 -7.535 -0.664  -0.204
C: 7.857 -4.528 4.659  0.055
Cl: 8.992 -4.838 5.972  -0.124
Cl: 6.191 -4.647 5.233  -0.111
Cl: 8.160 -2.950 3.930  -0.118
H: 8.005 -5.284 3.900  0.289
C: 0.836 8.462 -0.117  -0.037
Cl: -0.723 8.421 -0.937  -0.103
Cl: 1.275 6.858 0.471  -0.086
Cl: 2.091 9.105 -1.188  -0.121
H: 0.755 9.124 0.734  0.358

Lowest unoccupied orbital energy, eV: 0.003
Orbital gap, eV: 10.1
Multiplicity: 1
Structure (SMILES): NC(=O)CCB(S)Br.ClC(Cl)Cl.ClC(Cl)Cl.ClC(Cl)Cl.ClC(Cl)Cl.ClC(Cl)Cl.ClC(Cl)Cl.ClC(Cl)Cl.ClC(Cl)Cl.ClC(Cl)Cl